1.
63
Properties=species:S:1:pos:R:3 method="wB97M-V/def2-TZVPD" e_lumo_ev=-3.2281 multiplicity=1 gap_ev=7.344 e_above_lowest_ev=0.4236 homo_ha=-0.389 total_energy_ha=-5686.27492 total_charge=+1
Hf 0.048 1.664 0.149
O -0.047 3.614 -3.572
C 0.287 3.061 -2.557
O -0.349 3.061 -1.407
C 1.567 2.242 -2.463
C 2.466 1.924 -3.456
C 3.529 1.085 -3.123
C 3.667 0.566 -1.836
C 2.737 0.948 -0.898
N 1.752 1.782 -1.232
C 2.578 0.503 0.556
O 3.047 -0.514 0.979
O 1.772 1.359 1.196
H 2.331 2.315 -4.455
H 4.255 0.822 -3.882
H 4.463 -0.118 -1.573
Cl 0.942 4.425 0.840
C -0.107 4.547 2.257
Cl -0.542 2.905 2.791
H -1.013 5.065 1.979
H 0.427 5.035 3.059
Br 4.938 -3.710 2.994
C 3.203 -4.256 2.502
C 2.735 -3.970 1.227
C 1.454 -4.356 0.870
C 0.647 -5.029 1.785
C 1.151 -5.359 3.030
C 2.424 -4.953 3.407
N -0.701 -5.533 1.535
N -1.532 -4.915 0.848
C -1.271 -3.562 0.392
C -1.409 -3.309 -0.935
C -1.136 -2.027 -1.466
C -0.779 -1.004 -0.648
O -0.459 0.230 -1.112
C -0.745 -1.218 0.754
N -0.445 -0.128 1.537
C -0.312 -0.319 2.833
C -0.579 -1.544 3.455
C -0.946 -2.613 2.692
C -0.991 -2.489 1.286
H 3.365 -3.441 0.525
H 1.102 -4.148 -0.128
H 0.527 -5.928 3.710
H 2.812 -5.192 4.388
H -1.671 -4.128 -1.595
H -1.176 -1.857 -2.536
H 0.016 0.524 3.428
H -0.492 -1.622 4.530
H -1.201 -3.553 3.162
C -3.322 4.951 -1.093
N -3.343 3.673 -1.803
C -3.588 3.526 -3.163
C -3.396 2.229 -3.463
N -3.040 1.613 -2.279
C -2.998 2.494 -1.275
S -2.596 2.131 0.360
H -4.031 5.624 -1.568
H -2.321 5.375 -1.140
H -3.609 4.790 -0.060
H -3.858 4.360 -3.788
H -3.475 1.702 -4.398
H -2.761 0.653 -2.156

---

2.
57
Properties=species:S:1:pos:R:3 method="wB97M-V/def2-TZVPD" e_lumo_ev="-5.1783 / -5.1129" multiplicity=2 gap_ev="5.475 / 5.543" e_above_lowest_ev=0.7796 homo_ha="-0.391 / -0.392" total_energy_ha=-5418.77848 total_charge=+1
Fe -1.340 -0.670 0.194
O -1.042 -2.656 3.804
C -0.227 -1.822 4.449
C 0.190 -2.150 5.748
C 0.973 -1.277 6.467
C 1.374 -0.069 5.908
C 1.018 0.243 4.606
C 0.240 -0.629 3.864
C -0.063 -0.340 2.406
O -1.318 -0.678 2.011
N 0.930 -1.016 1.571
N 0.464 -1.066 0.293
C 1.264 -1.493 -0.699
C 0.920 -1.361 -2.007
Br -0.981 -0.615 -2.235
C 1.710 -1.417 -3.165
C 1.248 -1.782 -4.439
C 0.059 -2.533 -4.619
C -0.447 -2.736 -5.879
C 0.222 -2.239 -6.994
C 1.435 -1.565 -6.845
C 1.953 -1.353 -5.593
H -1.448 -2.207 3.033
H -0.145 -3.085 6.165
H 1.279 -1.534 7.468
H 1.964 0.627 6.481
H 1.351 1.170 4.161
H 0.096 0.747 2.244
H 1.310 -1.891 1.939
H 2.217 -1.947 -0.446
H 2.696 -0.976 -3.089
H -0.432 -2.965 -3.761
H -1.357 -3.304 -6.006
H -0.189 -2.395 -7.977
H 1.966 -1.212 -7.716
H 2.877 -0.809 -5.461
O -4.800 0.911 0.187
C -3.621 0.640 0.177
O -3.126 -0.537 0.152
C -2.598 1.757 0.192
C -3.043 3.081 0.322
C -2.113 4.086 0.329
C -0.746 3.761 0.220
C 0.265 4.745 0.230
C 1.581 4.392 0.119
C 1.937 3.041 -0.015
C 0.982 2.060 -0.045
C -0.382 2.388 0.080
N -1.335 1.421 0.069
H -4.106 3.243 0.395
H -2.411 5.120 0.411
H -0.027 5.780 0.321
H 2.352 5.147 0.130
H 2.978 2.771 -0.102
H 1.267 1.029 -0.166
O -2.096 -3.194 1.022
C -1.725 -2.638 0.096

---

3.
63
Properties=species:S:1:pos:R:3 method="wB97M-V/def2-TZVPD" e_lumo_ev="4.1969 / 4.1970" multiplicity=2 gap_ev="7.039 / 7.105" e_above_lowest_ev=0.0000 homo_ha="-0.104 / -0.107" total_energy_ha=-5415.79420 total_charge=-2
Co 0.778 1.904 1.289
O 2.502 -0.598 2.144
C 1.505 -1.062 3.021
C 0.990 0.081 3.859
N 0.152 1.051 3.118
C 0.140 2.295 3.916
C 1.475 3.022 3.714
O 2.014 3.593 4.657
O 1.898 2.963 2.504
C -1.218 0.546 2.953
C -2.055 1.531 2.113
O -3.287 1.448 2.239
O -1.389 2.307 1.380
H 2.219 -0.892 1.248
H 1.900 -1.838 3.693
H 0.679 -1.514 2.462
H 1.840 0.620 4.280
H 0.399 -0.316 4.699
H -0.048 2.084 4.974
H -0.646 2.947 3.535
H -1.701 0.395 3.925
H -1.186 -0.413 2.432
Cl 3.196 0.925 -0.733
C 2.456 2.463 -1.089
C 1.473 2.953 -0.231
C 1.032 4.244 -0.530
Cl -0.113 4.978 0.541
C 1.452 4.958 -1.645
Cl 0.827 6.540 -1.981
C 2.381 4.394 -2.515
Cl 2.895 5.250 -3.933
C 2.897 3.138 -2.227
Cl 4.076 2.434 -3.288
O -1.067 2.148 -1.462
C -0.892 1.014 -1.099
N -1.599 -0.067 -1.645
C -0.888 -1.295 -1.376
C 0.189 -0.773 -0.387
O 1.019 -1.561 0.080
N 0.030 0.526 -0.158
C -1.721 -2.317 -0.616
C -1.236 -3.610 -0.428
C -1.957 -4.528 0.320
C -3.166 -4.163 0.900
C -3.641 -2.871 0.733
C -2.921 -1.950 -0.021
C -0.265 -1.833 -2.655
C -1.004 -2.659 -3.499
C -0.491 -3.059 -4.725
C 0.771 -2.636 -5.122
C 1.511 -1.812 -4.286
C 1.000 -1.413 -3.059
H -1.988 0.095 -2.560
H -0.280 -3.882 -0.857
H -1.566 -5.529 0.463
H -3.726 -4.878 1.491
H -4.566 -2.563 1.205
H -3.270 -0.931 -0.126
H -1.985 -2.997 -3.187
H -1.079 -3.701 -5.371
H 1.174 -2.947 -6.079
H 2.494 -1.470 -4.586
H 1.588 -0.767 -2.416

---

4.
58
Properties=species:S:1:pos:R:3 method="wB97M-V/def2-TZVPD" e_lumo_ev="-3.9859 / -5.2452" multiplicity=2 gap_ev="6.824 / 5.561" e_above_lowest_ev=1.2406 homo_ha="-0.397 / -0.397" total_energy_ha=-2526.41618 total_charge=+1
Pd -0.525 -0.115 -0.769
Cl -0.511 3.604 -6.839
C -0.628 2.425 -5.578
C -0.265 1.100 -5.834
C -0.344 0.148 -4.845
C -0.792 0.486 -3.559
O -0.925 -0.479 -2.664
C -1.155 1.825 -3.309
C -1.640 2.255 -2.029
N -1.561 1.627 -0.906
C -2.114 2.236 0.253
C -3.379 2.751 0.306
C -3.831 3.379 1.486
C -3.015 3.479 2.577
C -1.704 2.946 2.543
C -0.794 3.022 3.624
C 0.449 2.484 3.483
C 0.794 1.851 2.267
N -0.018 1.761 1.245
C -1.255 2.304 1.375
C -1.076 2.784 -4.334
H 0.082 0.830 -6.823
H -0.075 -0.881 -5.042
H -2.092 3.245 -1.999
H -4.048 2.650 -0.540
H -4.836 3.777 1.518
H -3.359 3.966 3.480
H -1.095 3.511 4.542
H 1.177 2.529 4.281
H 1.766 1.391 2.145
H -1.362 3.809 -4.136
O 0.653 -0.942 1.731
N 0.163 -2.102 1.999
C 0.905 -2.970 2.737
C 0.453 -4.226 3.042
C -0.793 -4.639 2.570
C -1.529 -3.764 1.807
C -1.064 -2.471 1.534
S -2.086 -1.344 0.710
H 1.859 -2.568 3.041
H 1.079 -4.876 3.636
H -1.172 -5.627 2.790
H -2.494 -4.042 1.407
N 2.915 -5.925 -2.865
C 3.351 -4.930 -2.058
O 4.473 -4.877 -1.605
C 2.350 -3.850 -1.709
C 0.976 -3.977 -1.847
C 0.161 -2.922 -1.479
N 0.662 -1.796 -0.974
C 1.986 -1.663 -0.827
C 2.858 -2.667 -1.186
H 3.586 -6.624 -3.139
H 2.046 -5.880 -3.363
H 0.510 -4.881 -2.213
H -0.915 -2.966 -1.584
H 2.331 -0.740 -0.383
H 3.924 -2.555 -1.056

---

5.
58
Properties=species:S:1:pos:R:3 method="wB97M-V/def2-TZVPD" e_lumo_ev="-3.7149 / -5.3236" multiplicity=2 gap_ev="6.833 / 5.222" e_above_lowest_ev=1.9539 homo_ha="-0.388 / -0.388" total_energy_ha=-2526.38997 total_charge=+1
Pd -0.904 -0.023 -0.078
Cl 0.710 1.536 7.195
C 0.396 1.500 5.519
C 0.462 2.705 4.777
C 0.157 2.687 3.457
C -0.261 1.460 2.803
O -0.699 1.488 1.652
C -0.183 0.221 3.557
C -0.397 -1.086 2.969
N -0.633 -1.362 1.751
C -0.691 -2.727 1.371
C -0.033 -3.726 2.030
C -0.175 -5.073 1.648
C -0.966 -5.410 0.595
C -1.638 -4.401 -0.132
C -2.453 -4.682 -1.251
C -3.096 -3.662 -1.878
C -2.910 -2.345 -1.409
N -2.133 -2.042 -0.407
C -1.496 -3.051 0.252
C 0.100 0.283 4.905
H 0.749 3.623 5.271
H 0.194 3.587 2.857
H -0.377 -1.913 3.682
H 0.645 -3.474 2.836
H 0.354 -5.844 2.191
H -1.076 -6.444 0.293
H -2.561 -5.706 -1.589
H -3.743 -3.843 -2.726
H -3.427 -1.517 -1.880
H 0.104 -0.624 5.497
O 0.378 -1.119 -1.609
N 0.003 -1.022 -2.863
C 0.673 -1.757 -3.785
C 0.368 -1.686 -5.116
C -0.658 -0.836 -5.527
C -1.337 -0.111 -4.579
C -1.008 -0.207 -3.223
S -1.912 0.699 -2.043
H 1.453 -2.375 -3.367
H 0.927 -2.287 -5.818
H -0.913 -0.741 -6.573
H -2.144 0.556 -4.851
N 3.870 5.832 -0.548
C 2.800 5.478 0.203
O 2.473 6.048 1.225
C 2.021 4.284 -0.275
C 2.636 3.093 -0.627
C 1.838 1.982 -0.867
N 0.512 2.014 -0.792
C -0.075 3.183 -0.521
C 0.635 4.333 -0.241
H 4.418 6.622 -0.250
H 4.057 5.418 -1.443
H 3.714 3.008 -0.677
H 2.276 1.019 -1.105
H -1.157 3.186 -0.508
H 0.127 5.251 0.022

---

6.
65
Properties=species:S:1:pos:R:3 method="wB97M-V/def2-TZVPD" e_lumo_ev=-1.1548 multiplicity=1 gap_ev=7.337 e_above_lowest_ev=0.9098 homo_ha=-0.312 total_energy_ha=-2123.30393 total_charge=0
Rh -1.329 1.773 0.175
O 3.145 3.538 -2.674
C 3.642 3.087 -1.512
C 5.030 3.091 -1.364
C 5.610 2.646 -0.195
C 4.823 2.189 0.862
C 3.453 2.182 0.725
C 2.840 2.621 -0.454
C 1.373 2.583 -0.543
O 0.709 2.109 0.445
N 0.784 3.018 -1.658
N -0.559 3.005 -1.456
C -1.262 3.981 -1.886
C -2.499 4.207 -1.146
C -3.474 5.128 -1.495
C -4.557 5.307 -0.652
C -4.635 4.564 0.515
C -3.626 3.661 0.799
N -2.574 3.501 0.002
H 2.165 3.501 -2.625
H 5.626 3.453 -2.190
H 6.688 2.659 -0.100
H 5.281 1.849 1.780
H 2.817 1.849 1.534
H -0.858 4.733 -2.556
H -3.378 5.677 -2.421
H -5.337 6.012 -0.906
H -5.460 4.673 1.204
H -3.642 3.062 1.698
N -3.708 0.098 2.001
C -2.675 0.706 2.664
N -2.496 0.697 3.969
N -1.397 1.450 4.169
N -0.929 1.901 3.063
N -1.729 1.444 2.071
C -3.895 0.213 0.647
N -4.853 -0.379 -0.037
N -4.642 -0.009 -1.313
N -3.621 0.763 -1.406
N -3.120 0.941 -0.161
H -4.352 -0.466 2.528
N 0.716 -4.991 -0.997
C 1.410 -6.135 -0.675
C 1.512 -7.380 -1.288
C 2.321 -8.308 -0.665
C 3.005 -8.011 0.526
C 2.900 -6.777 1.129
C 2.087 -5.823 0.515
N 1.803 -4.528 0.894
C 0.993 -4.068 -0.020
C 0.441 -2.714 -0.002
C 0.772 -1.863 1.050
C 0.261 -0.584 1.076
N -0.561 -0.138 0.118
C -0.887 -0.938 -0.900
C -0.405 -2.227 -0.995
H 0.117 -4.865 -1.792
H 0.987 -7.614 -2.205
H 2.433 -9.291 -1.104
H 3.627 -8.774 0.975
H 3.423 -6.542 2.046
H 1.425 -2.209 1.837
H 0.506 0.114 1.864
H -1.561 -0.531 -1.643
H -0.708 -2.821 -1.846

---

7.
54
Properties=species:S:1:pos:R:3 method="wB97M-V/def2-TZVPD" e_lumo_ev="-3.7897 / -3.4681" multiplicity=3 gap_ev="7.369 / 7.830" homo_ha="-0.410 / -0.415" total_energy_ha=-4803.96342 total_charge=+1
V -9.043 -8.865 9.673
S -11.012 -7.915 10.055
C -11.327 -8.372 11.836
C -12.559 -8.136 12.427
C -12.890 -8.448 13.740
C -11.931 -9.028 14.553
C -10.630 -9.181 14.029
C -10.320 -8.907 12.692
As -8.528 -9.104 11.986
C -7.982 -10.674 13.070
C -8.914 -11.763 13.104
C -8.717 -12.821 13.940
C -7.490 -13.048 14.620
C -6.559 -11.994 14.564
C -6.814 -10.852 13.817
C -7.600 -7.736 13.087
C -7.554 -7.852 14.491
C -7.212 -6.729 15.201
C -6.764 -5.549 14.530
C -6.486 -5.586 13.185
C -7.070 -6.625 12.458
H -13.389 -7.746 11.822
H -13.867 -8.176 14.134
H -12.152 -9.382 15.558
H -9.805 -9.443 14.738
H -9.844 -11.712 12.551
H -9.608 -13.430 14.103
H -7.249 -13.929 15.157
H -5.582 -11.967 15.029
H -6.051 -10.082 13.840
H -7.770 -8.809 14.985
H -7.343 -6.684 16.294
H -6.539 -4.623 15.119
H -5.831 -4.823 12.755
H -7.028 -6.591 11.413
O -7.784 -7.901 8.429
C -6.699 -8.648 8.106
C -5.543 -7.971 7.730
C -4.453 -8.595 7.215
C -4.475 -9.935 6.942
C -5.652 -10.665 7.292
C -6.771 -10.083 7.908
C -7.947 -10.887 8.146
N -9.130 -10.480 8.615
C -9.868 -11.646 8.920
C -9.150 -12.699 8.481
N -7.881 -12.256 8.181
H -5.460 -6.857 7.894
H -3.543 -8.086 6.925
H -3.785 -10.545 6.292
H -5.647 -11.756 7.227
H -10.863 -11.632 9.247
H -9.384 -13.763 8.529
H -7.119 -12.782 7.820

---

8.
62
Properties=species:S:1:pos:R:3 method="wB97M-V/def2-TZVPD" e_lumo_ev=2.0731 multiplicity=1 gap_ev=8.037 e_above_lowest_ev=0.1059 homo_ha=-0.219 total_energy_ha=-7885.72261 total_charge=-1
Sn -2.617 -2.152 0.426
O 1.184 1.242 2.614
C 0.055 1.349 3.392
C 0.210 1.932 4.642
C -0.890 2.096 5.467
C -2.145 1.668 5.054
C -2.289 1.087 3.803
C -1.201 0.929 2.956
C -1.403 0.343 1.571
O -2.535 -0.416 1.488
N -1.447 1.487 0.631
N -1.267 1.111 -0.669
C -0.617 1.899 -1.424
C -0.407 1.613 -2.854
Br -1.922 0.987 -3.802
C 0.731 1.831 -3.511
C 1.996 2.256 -2.879
C 2.849 3.127 -3.558
C 4.045 3.535 -2.991
C 4.416 3.071 -1.735
C 3.588 2.188 -1.059
C 2.391 1.779 -1.628
H 1.088 0.515 1.984
H 1.201 2.241 4.951
H -0.763 2.550 6.442
H -3.003 1.784 5.702
H -3.250 0.733 3.453
H -0.517 -0.244 1.293
H -0.813 2.229 0.928
H -0.151 2.812 -1.040
H 0.746 1.691 -4.585
H 2.562 3.491 -4.538
H 4.691 4.217 -3.530
H 5.350 3.391 -1.292
H 3.871 1.803 -0.087
H 1.768 1.063 -1.110
Br -0.025 -2.672 2.522
C 1.105 -2.078 1.120
C 2.391 -1.767 1.466
C 3.332 -1.435 0.471
C 2.957 -1.467 -0.837
C 1.623 -1.768 -1.210
C 1.274 -1.778 -2.581
C -0.006 -2.031 -2.960
C -1.002 -2.221 -1.979
C -0.729 -2.216 -0.631
C 0.629 -2.033 -0.225
H 2.684 -1.805 2.506
H 4.345 -1.182 0.757
H 3.666 -1.238 -1.624
H 2.050 -1.578 -3.311
H -0.281 -2.049 -4.006
H -2.019 -2.362 -2.327
F -4.104 -0.593 -1.648
C -4.388 -1.543 -0.694
F -5.287 -0.968 0.165
H -4.880 -2.384 -1.182
O -3.415 -6.306 0.390
S -3.844 -4.949 0.185
O -5.258 -4.741 -0.013
O -3.021 -4.203 -0.811
S -3.300 -3.872 1.949